[1]
The following is a DFT calculation (wB97M-V/def2-TZVPD) of a structure of composition C11H15IN5O3Rh.

## Properties
- Gap between HOMO and LUMO (spin up / spin down): 5.36 / 5.35 eV
- Multiplicity: 1
- Total charge: +2
- Relative energy (zero: lowest compared OMol25 entry of this formula, charge and spin): 4.0019 eV

Last column: natural (NBO) charge in e.
Positions of all 36 atoms, in Å:
I 0.536 -0.788 -2.558  0.40
C -0.457 -3.708 1.023  0.88
H 2.898 -1.188 1.786  0.23
C 3.101 -1.237 0.725  0.07
H -1.990 -3.037 2.527  0.25
H -1.319 -0.892 2.641  0.42
H -0.228 4.045 -1.619  0.44
N -0.097 3.151 -1.174  -0.74
O -0.439 -4.875 1.216  -0.46
H -3.958 4.078 -1.397  0.25
C 2.297 -1.072 -1.418  0.10
H -2.505 4.259 -2.374  0.23
C -2.874 4.102 -1.359  -0.43
H 3.649 -1.337 -3.059  0.27
H 5.175 -1.700 0.949  0.27
C -3.257 1.816 -0.249  -0.32
H -0.400 -3.483 3.304  0.26
N -0.997 1.248 -0.115  -0.65
H -2.569 4.940 -0.730  0.23
N -2.394 2.839 -0.818  -0.35
O -2.380 -0.349 0.630  -0.58
Rh -0.084 -0.726 0.225  0.99
N -0.541 -1.531 2.530  -0.65
H -3.969 1.426 -0.980  0.27
C -0.919 -2.869 2.577  -0.37
H 5.575 -1.745 -1.513  0.26
H -3.824 2.176 0.613  0.27
C -1.125 2.450 -0.730  0.66
N 2.078 -1.012 -0.104  -0.48
C 3.526 -1.317 -1.986  -0.25
O -0.303 -2.869 0.134  -0.68
H 0.236 -1.297 3.132  0.42
H 0.834 2.776 -1.111  0.43
C -2.238 0.781 0.151  0.67
C 4.589 -1.542 -1.118  -0.09
C 4.371 -1.512 0.252  -0.22



[2]
The following is a DFT calculation (wB97M-V/def2-TZVPD) of an isolated molecule of C4H6N2OS.

## Properties
- Gap between HOMO and LUMO: 8.30 eV
- Multiplicity: 1
- SMILES string: [H]/N=C(\C(O)=S)N1CC1
- Relative energy (zero: lowest compared OMol25 entry of this formula, charge and spin): 4.7035 eV

Last column: natural (NBO) charge in e.
Positions of all 14 atoms, in Å:
N -0.551 0.277 -1.104  -0.47
H 2.463 -1.085 1.639  0.51
H -1.304 2.375 -0.801  0.23
O 1.658 -1.389 1.205  -0.67
H -0.376 -2.506 0.740  0.37
H -1.715 0.405 -3.122  0.23
N -0.734 -1.920 -0.171  -0.62
H -2.239 1.075 0.209  0.20
C -0.163 -0.813 -0.305  0.34
C -1.623 1.272 -0.759  -0.23
S 1.073 1.339 1.022  -0.09
H -2.439 -0.587 -1.579  0.21
C -1.783 0.139 -1.972  -0.24
C 0.931 -0.344 0.679  0.22



[3]
The following is a DFT calculation (wB97M-V/def2-TZVPD) of a cluster of 8 separate species, C19H56N2O8 in total.

## Properties
- Gap between HOMO and LUMO: 10.14 eV
- Multiplicity: 1
- SMILES string: COC[C@H](C)N.COC[C@H](C)N.CCO.CCO.CCO.CCO.CCO.CO

Last column: Löwdin charge in e.
Positions of all 85 atoms, in Å:
C 8.660 13.191 14.798  -0.13
H 8.819 14.041 10.220  0.06
C 16.101 10.363 14.411  -0.33
O 18.068 12.429 9.102  -0.11
H 14.023 7.217 11.999  0.11
N 13.168 14.453 8.244  0.03
H 16.731 9.834 16.257  0.08
C 8.521 14.517 9.298  -0.09
H 16.971 11.312 12.709  0.06
H 11.630 7.650 13.054  0.08
H 11.203 12.171 6.752  0.07
H 18.485 15.105 11.206  0.09
O 8.724 12.455 13.623  -0.22
H 11.035 15.247 9.184  0.13
C 17.112 11.330 13.794  -0.08
C 6.466 10.522 11.306  -0.06
H 6.711 12.699 12.975  0.13
H 12.862 12.596 6.396  0.09
H 14.266 9.982 9.358  0.09
H 7.097 11.281 13.997  0.13
C 10.839 14.219 8.793  -0.19
H 14.021 14.300 7.685  0.05
H 8.158 11.744 11.208  0.11
C 13.547 8.195 11.807  -0.29
H 12.310 11.386 11.146  0.08
O 9.494 14.237 8.273  -0.21
H 9.257 10.421 12.836  0.06
H 16.758 13.469 7.853  0.03
H 11.575 14.720 6.892  0.13
H 5.886 9.888 12.012  0.09
C 12.063 12.620 7.159  -0.06
H 15.057 10.684 14.161  0.11
H 8.551 12.533 15.673  0.09
H 7.542 14.033 8.944  0.11
H 6.805 9.844 10.539  0.07
H 13.133 15.470 8.318  0.07
H 15.294 11.731 10.342  0.08
H 19.687 13.095 10.046  0.11
H 14.195 9.062 11.845  0.09
H 16.314 9.386 13.957  0.11
H 15.308 8.396 8.107  0.08
H 12.897 8.401 13.983  0.09
H 18.259 15.041 9.434  0.07
H 16.936 9.016 8.301  0.06
C 18.624 13.121 10.233  -0.31
C 18.093 14.495 10.363  -0.09
H 8.345 15.547 9.358  0.06
C 15.232 10.271 8.964  -0.34
H 17.681 11.696 6.042  0.08
H 18.147 11.072 13.973  0.07
H 16.110 14.321 5.170  0.12
H 5.709 11.191 10.896  0.08
H 12.168 12.847 12.088  0.08
C 11.853 14.006 7.647  -0.40
H 8.230 9.260 12.573  0.06
H 12.088 9.429 12.776  0.03
C 7.456 11.922 13.181  -0.17
H 17.741 14.165 5.950  0.10
C 16.996 12.283 5.367  -0.10
O 13.987 12.760 10.893  -0.15
O 13.069 8.255 10.464  -0.11
O 16.173 13.848 7.191  -0.12
H 16.116 11.632 5.223  0.06
C 12.911 12.138 11.703  -0.09
H 16.852 12.291 14.240  0.08
H 13.351 11.622 12.562  0.06
H 13.653 13.362 10.217  0.04
H 17.329 11.882 9.423  0.03
C 15.969 8.967 8.760  -0.06
O 16.066 10.382 15.838  -0.08
C 12.445 8.417 12.935  -0.08
H 9.607 13.749 14.921  0.09
H 12.277 11.934 7.926  0.06
H 17.560 12.242 4.392  0.08
N 8.641 10.042 12.143  0.06
C 7.736 11.080 11.918  -0.48
H 7.866 13.928 14.738  0.08
C 16.757 13.720 5.874  -0.28
H 16.994 14.392 10.474  0.08
O 15.880 11.076 9.849  -0.11
H 10.902 13.398 9.599  0.14
H 18.479 12.501 11.079  0.09
H 12.159 7.896 10.411  0.10
H 15.139 10.757 8.029  0.10
H 16.126 8.446 9.687  0.07



[4]
The following is a DFT calculation (wB97M-V/def2-TZVPD) of the ion C3H9N2O with charge +1.

## Properties
- Gap between HOMO and LUMO: 11.39 eV
- Multiplicity: 1
- SMILES string: C[NH2+]CC(N)=O
- Total charge: +1
- Relative energy (zero: lowest compared OMol25 entry of this formula, charge and spin): 0.6546 eV

Last column: natural (NBO) charge in e.
Positions of all 15 atoms, in Å:
C 0.588 1.265 0.778  0.65
H -1.470 -2.240 -0.011  0.24
N 0.211 -0.952 -0.116  -0.49
H -0.968 0.696 -0.826  0.24
H -0.070 -2.867 -0.943  0.25
H 1.337 3.087 0.914  0.43
H 0.345 2.847 -0.538  0.42
H -1.201 0.226 0.857  0.25
H 0.464 -1.251 0.830  0.46
H 1.058 -0.827 -0.669  0.44
H -1.123 -1.629 -1.621  0.23
O 1.242 0.735 1.646  -0.59
C -0.677 -1.999 -0.708  -0.42
C -0.460 0.380 0.071  -0.33
N 0.725 2.530 0.336  -0.79



[5]
The following is a DFT calculation (wB97M-V/def2-TZVPD) of a cluster of 3 separate species, H6O3 in total.

## Properties
- Gap between HOMO and LUMO: 11.65 eV
- Multiplicity: 1
- SMILES string: O.O.O
- Relative energy (zero: lowest compared OMol25 entry of this formula, charge and spin): 0.9307 eV

Last column: natural (NBO) charge in e.
Positions of all 9 atoms, in Å:
H 1.976 3.623 -0.724  0.47
O 2.106 2.719 -1.020  -0.93
H 1.970 2.200 -0.204  0.46
O 0.481 -2.490 -0.419  -0.92
H 1.489 -2.591 -0.312  0.46
O -3.226 -0.617 0.836  -0.93
H -2.675 -1.424 1.189  0.47
H 0.491 -1.529 -0.370  0.46
H -2.612 0.108 1.023  0.46



[6]
The following is a DFT calculation (wB97M-V/def2-TZVPD) of a structure of composition C14H7AlCl5NO4.

## Properties
- Gap between HOMO and LUMO: 8.57 eV
- Multiplicity: 1
- Relative energy (zero: lowest compared OMol25 entry of this formula, charge and spin): 0.2037 eV

Last column: natural (NBO) charge in e.
Positions of all 32 atoms, in Å:
O 0.392 2.683 -0.291  -0.89
H -1.054 0.914 2.545  0.23
C 3.184 -0.926 -2.727  -0.09
C -1.214 -0.375 -0.455  0.09
C 2.096 0.063 -0.798  -0.61
H -0.573 -0.424 -1.326  0.23
C -4.653 -1.424 0.721  -0.64
C 3.542 -2.047 -1.974  -0.06
C 2.481 -1.068 -0.090  0.07
C 0.566 3.740 0.492  0.67
O 1.706 4.155 2.613  -0.53
C -3.273 -0.839 0.679  0.08
C -2.752 -0.156 1.775  -0.24
C -2.472 -0.940 -0.453  -0.24
Cl 1.995 1.485 -3.071  0.06
H -5.396 -0.628 0.792  0.24
C 3.186 -2.130 -0.628  -0.14
O 1.586 2.037 1.872  -0.91
N -0.722 0.267 0.615  -0.60
Cl 3.604 -3.492 0.331  0.07
H -2.826 -1.451 -1.337  0.23
C 1.360 3.360 1.797  0.67
H -4.866 -2.010 -0.172  0.23
C 2.462 0.111 -2.132  -0.03
Al 1.027 1.185 0.437  1.90
Cl 4.423 -3.330 -2.698  0.08
Cl 3.629 -0.835 -4.384  0.07
H -3.335 -0.037 2.679  0.23
O 0.156 4.843 0.289  -0.54
H -4.775 -2.064 1.595  0.24
C -1.488 0.379 1.709  0.08
Cl 2.003 -1.049 1.596  0.06



| no. | M (g mol⁻¹) |
| --- | --- |
| 1 | 495.08 |
| 2 | 130.17 |
| 3 | 440.66 |
| 4 | 89.12 |
| 5 | 54.05 |
| 6 | 457.46 |